# 1
C45H56N10PRbS3 | wB97M-V/def2-TZVPD

Values from the calculation:
Strongest force on any atom ... 3.47 eV/Å
Multiplicity ... 1
HOMO level ... -6.43 eV
Orbital gap ... 6.400 eV
E ... -104925.4670 eV

Geometry (Å):
Rb: -0.514842 -0.825195 -0.336925
C: -1.097511 -4.509829 -0.115849
C: -2.023378 -3.856245 0.924702
C: -1.358795 -3.463657 2.189585
C: -0.789263 -4.434226 3.077563
C: -0.242643 -3.984171 4.257268
C: -0.076572 -2.639194 4.476454
C: -0.513444 -1.732913 3.515840
N: -1.082440 -2.122131 2.378424
N: -1.306402 -3.949091 -1.489993
C: -2.699865 -4.109845 -2.036740
C: -3.418809 -2.865074 -2.383302
C: -4.281999 -2.818557 -3.514447
C: -4.970518 -1.651330 -3.823365
C: -4.744824 -0.537082 -3.037569
C: -3.868421 -0.670519 -1.963731
N: -3.208893 -1.799650 -1.590515
C: -0.341048 -4.495834 -2.454610
C: 1.028402 -3.842022 -2.381447
C: 2.215960 -4.475173 -2.086852
C: 3.383823 -3.731098 -2.279356
C: 3.373492 -2.397333 -2.706292
C: 2.090231 -1.794156 -2.813086
N: 0.971849 -2.545171 -2.730074
H: -1.276488 -5.609412 -0.042512
H: -0.075216 -4.404279 0.191358
H: -2.784480 -4.646754 1.191886
H: -2.614966 -2.994706 0.587674
H: -0.692589 -5.476194 2.784580
H: 0.043177 -4.694307 4.963985
H: 0.572250 -2.389110 5.269036
H: -0.514617 -0.623985 3.708062
H: -3.253825 -4.718228 -1.326516
H: -2.632795 -4.664620 -3.011046
H: -4.597684 -3.787874 -3.905304
H: -5.690519 -1.658157 -4.613295
H: -5.153035 0.435956 -3.234261
H: -3.724308 0.269272 -1.407555
H: -0.660110 -4.325056 -3.521244
H: -0.195464 -5.556536 -2.334784
H: 2.175453 -5.491045 -1.719153
H: 4.366388 -4.189322 -2.187947
H: 4.311965 -2.013649 -3.016569
H: 2.008288 -0.698088 -3.012627
S: -2.444617 4.480023 1.828404
P: -2.430327 2.801679 2.871327
S: -1.275944 1.323802 2.206313
C: -2.129919 3.204694 4.581562
C: -1.558032 2.192614 5.385934
C: -1.436452 2.444648 6.745484
C: -1.660433 3.720262 7.260197
C: -2.118687 4.713771 6.449297
C: -2.426341 4.466998 5.096034
C: -4.151408 2.120614 2.762916
C: -4.552280 1.248187 3.760311
C: -5.786012 0.676017 3.687344
C: -6.551899 0.807894 2.520029
C: -6.161433 1.627962 1.509921
C: -4.982361 2.386017 1.670132
H: -1.262000 1.256925 4.925817
H: -1.021872 1.676146 7.399139
H: -1.397290 4.065814 8.290190
H: -1.934541 5.751227 6.783727
H: -2.742314 5.269525 4.404838
H: -3.839420 0.919077 4.516980
H: -6.120240 0.073785 4.512256
H: -7.559256 0.311748 2.442029
H: -6.790925 1.876970 0.673997
H: -4.819391 3.239617 1.048342
S: 6.141646 -0.059470 -4.749505
C: 5.062865 1.176697 -5.090456
N: 4.646090 1.991528 -4.101575
C: 3.748914 3.142382 -4.261103
C: 2.854180 2.775933 -5.449377
C: 3.718307 2.525770 -6.670114
N: 4.646124 1.470689 -6.345875
H: 5.132456 1.816612 -3.247469
H: 4.256806 4.098154 -4.539740
H: 3.262347 3.243787 -3.269209
H: 2.189283 3.576423 -5.717579
H: 2.293909 1.826333 -5.140709
H: 4.222278 3.436461 -7.007063
H: 3.060620 2.155508 -7.450284
H: 5.005752 0.861653 -7.069788
C: -2.147035 3.218647 -4.570911
C: -0.992833 2.376802 -5.121306
C: -0.530488 1.619508 -3.953751
N: -0.256016 1.101907 -2.932387
H: -2.728904 3.605801 -5.390785
H: -1.827973 4.203534 -4.108150
H: -2.763300 2.699687 -3.838007
H: -0.148523 2.890541 -5.503289
H: -1.333031 1.757697 -5.951727
C: 3.945865 3.085146 2.004771
C: 2.390022 2.982212 2.010250
N: 2.101654 1.679948 1.487373
C: 2.790263 0.560695 1.803849
N: 2.280341 -0.584597 1.416710
C: 3.044494 -1.787695 1.508863
C: 4.498999 -1.626298 2.015000
C: 4.671276 -0.489624 2.997753
N: 4.009100 0.674649 2.476254
C: 4.550392 1.967122 2.864136
H: 4.222339 4.011291 2.455076
H: 4.305332 3.073085 0.898849
H: 2.097717 3.732884 1.245479
H: 2.012517 3.294009 3.016828
H: 1.118942 1.468690 1.410506
H: 3.017348 -2.236299 0.489130
H: 2.486641 -2.555919 2.123465
H: 5.161456 -1.477891 1.172480
H: 4.766586 -2.594940 2.489919
H: 5.727195 -0.178510 3.157155
H: 4.263530 -0.822831 3.936975
H: 5.645507 1.950760 2.784013
H: 4.396914 2.191062 3.943366

Forces on the atoms, in the same order (eV/Å):
0.1 0.1 0.1
-1.1 -0.1 -0.9
-1.6 -0.9 0.3
2.9 0.7 1.3
-1.1 1.1 -1.3
-0.3 0.3 -1.2
0.0 -0.1 -0.7
-0.1 0.8 0.5
-1.5 -1.7 -0.1
-0.3 -0.4 -0.2
1.5 -1.4 -0.3
-0.5 1.7 -0.2
-0.2 -0.5 1.5
0.3 -0.6 0.4
0.9 -0.5 0.3
0.2 0.4 0.2
-0.9 0.9 -1.2
0.6 0.5 -0.5
-0.6 1.1 -0.4
0.0 0.5 0.1
0.4 0.0 -0.4
-2.0 -1.4 0.4
0.7 -0.7 -0.3
0.8 1.3 0.4
0.0 0.4 -0.5
0.7 0.5 -0.2
0.5 0.9 -0.2
0.4 -0.2 -0.4
-0.6 0.0 0.2
0.9 -1.0 1.1
0.1 0.9 1.1
0.5 -1.2 -0.5
-0.4 -0.1 0.0
-0.1 0.0 1.1
0.4 0.4 -0.5
-0.3 0.1 -0.4
-0.3 0.1 -0.1
0.3 -0.8 0.3
0.0 0.0 1.2
-0.2 -0.9 0.1
0.4 -0.1 -0.1
-0.2 -0.1 0.2
0.5 1.1 0.0
-0.3 -1.1 0.0
0.2 0.3 -0.2
-1.0 0.9 -2.1
0.3 -0.3 0.2
0.2 -0.7 0.8
-0.9 1.0 0.5
0.8 -0.5 0.4
0.3 0.1 1.2
0.5 1.5 -1.4
0.5 0.1 0.2
0.7 0.4 -0.2
0.8 -0.3 -0.2
-0.8 -0.7 -0.5
-1.9 -1.2 1.0
1.2 1.7 -0.1
-0.6 -0.7 0.9
-0.1 0.0 0.1
-0.1 0.1 -0.1
-0.2 -1.0 -0.8
-0.9 -0.5 -0.1
0.1 -0.6 0.5
-0.3 0.4 0.1
-0.3 -0.3 0.1
1.2 0.4 0.2
-0.3 -0.3 -0.2
0.6 0.1 -0.5
-0.1 -0.2 -0.2
0.4 0.5 -0.3
-0.1 0.5 -0.4
0.2 -0.2 -0.1
-0.4 -0.9 1.1
-0.4 -0.6 0.4
0.5 -0.6 0.1
0.0 0.1 0.5
0.1 -0.7 0.5
-0.1 0.2 -0.9
-0.6 0.3 0.2
0.5 1.3 -0.7
0.0 0.0 0.0
0.0 0.1 -0.4
-0.1 0.1 0.3
0.3 2.4 0.0
-0.8 -0.7 1.1
0.9 -2.0 2.7
-0.7 1.4 -3.0
-0.6 -0.3 -0.4
0.1 -1.4 -0.1
0.1 -0.1 -0.3
0.6 1.0 -0.3
0.0 -0.4 0.4
-0.3 -0.7 -1.0
2.0 1.2 -0.6
-0.9 0.5 0.3
0.8 -2.3 0.3
-0.1 1.6 0.2
-0.3 -0.8 0.2
0.0 -1.4 -0.1
0.2 0.0 -0.6
-0.6 0.9 -0.4
-0.1 0.4 -0.1
0.3 0.9 0.1
-0.4 -0.2 1.9
-0.4 -0.4 0.7
-0.1 -0.7 -0.7
-0.4 0.1 -0.2
0.5 0.1 0.5
0.5 0.8 -0.2
0.2 0.1 -0.3
0.2 0.6 -0.2
-0.5 -0.6 -0.1
-0.3 0.2 0.8
-0.1 -0.1 -0.3
-0.4 -0.1 -0.4



# 2
C12H26N8O10PS2SeV | wB97M-V/def2-TZVPD

Values from the calculation:
Expectation value of S² ... 2.043
Strongest force on any atom ... 4.05 eV/Å
Multiplicity ... 3
Net charge ... +2
HOMO level (alpha / beta) ... -13.74 / -14.42 eV
Orbital gap (alpha / beta) ... 8.223 / 7.335 eV
E ... -167239.2805 eV

Geometry (Å):
V: -0.505659 -0.190347 -0.004440
O: -0.028818 -0.145652 1.493753
O: 0.845419 -0.443310 2.468117
N: -1.965106 -2.614011 -2.621748
C: -0.764549 -2.279585 -3.465031
C: -0.067973 -1.041196 -2.883951
O: 0.995081 -0.684157 -3.361386
O: -0.732972 -0.502551 -1.924751
H: -1.820924 -3.444957 -2.048387
H: -2.818411 -2.722818 -3.162908
H: -2.074349 -1.819747 -1.971461
H: -1.065269 -2.062748 -4.485519
H: -0.064708 -3.107419 -3.478806
O: -2.599573 -0.782576 2.685015
Se: -3.175389 -0.063549 1.382144
O: -4.750605 0.085800 1.233171
O: -2.441500 -0.654956 0.004754
O: -2.456350 1.600208 1.467061
N: 3.114147 -2.058061 0.982500
C: 3.551604 -0.648358 1.224681
P: 2.647214 0.529938 0.149321
O: 2.483029 1.842174 0.785286
O: 1.464230 -0.228994 -0.481486
C: 3.631939 0.748539 -1.397397
N: 2.619849 1.352457 -2.347538
H: 2.074227 -2.119175 0.898420
H: 3.416644 -2.679779 1.729309
H: 3.485689 -2.421872 0.107314
H: 4.628776 -0.555112 1.091068
H: 3.288858 -0.368093 2.238633
H: 4.008581 -0.173057 -1.835144
H: 4.447896 1.450221 -1.234268
H: 3.046829 1.773630 -3.168256
H: 2.056703 2.056538 -1.849955
H: 1.944086 0.617734 -2.656747
S: -0.005724 -2.736612 0.173421
C: -1.055700 -3.120084 1.504574
N: -0.702697 -2.726633 2.746576
C: -1.425509 -3.069792 3.826966
C: -2.533014 -3.850474 3.674621
C: -2.907388 -4.139610 2.365746
N: -2.171277 -3.806404 1.303934
H: -0.033344 -1.947293 2.805070
H: -1.093546 -2.682886 4.779877
H: -3.120862 -4.165373 4.523130
H: -3.843364 -4.644540 2.155059
C: 1.229531 5.457821 -1.084965
C: 0.826951 4.872927 0.276572
C: -0.227186 3.832247 0.159501
N: 0.047635 2.640496 -0.390597
N: -0.920186 1.777020 -0.356320
C: -2.209696 2.248754 0.242359
N: -3.274995 2.100192 -0.651620
S: -1.803443 4.040157 0.730707
H: 2.019483 6.193314 -0.941271
H: 0.386801 5.955844 -1.565239
H: 1.606394 4.681180 -1.753954
H: 0.473876 5.666613 0.932706
H: 1.690573 4.395175 0.745272
H: -4.193173 2.193399 -0.236211
H: -3.178786 2.589406 -1.527283

Forces on the atoms, in the same order (eV/Å):
-0.1 -1.3 -3.5
1.2 0.2 3.9
-0.3 -0.2 -0.2
0.2 0.0 -0.3
0.1 0.1 0.0
-0.3 -0.1 0.4
0.0 0.1 0.0
0.3 -0.1 -1.0
0.1 -0.1 0.1
-0.1 -0.1 -0.1
-0.1 0.2 0.2
-0.1 -0.1 0.0
0.0 -0.1 0.0
-0.1 0.3 -0.1
-1.0 0.0 0.6
0.2 0.1 -0.2
0.3 0.2 0.3
0.0 -0.2 -0.5
0.1 0.2 -0.1
0.0 0.2 -0.1
-0.1 0.1 -0.5
0.2 0.0 0.2
0.2 0.3 0.3
-0.1 0.3 0.0
0.1 -0.1 0.4
-0.2 0.0 0.1
0.0 -0.1 0.1
0.1 -0.1 -0.1
0.0 -0.1 0.0
-0.1 0.0 0.1
0.0 0.0 -0.1
0.0 0.0 -0.1
0.1 0.1 0.0
0.1 0.1 0.0
-0.1 -0.2 -0.1
-0.1 0.1 -0.2
-0.2 -0.3 0.0
-0.5 -0.1 0.1
0.2 0.1 0.0
-0.2 -0.1 -0.1
0.2 0.1 -0.1
-0.1 0.0 0.1
0.6 0.2 0.2
0.0 0.1 0.0
0.0 0.0 0.0
0.1 -0.1 0.0
0.0 0.0 0.1
0.0 0.1 -0.2
-0.2 0.0 0.0
0.0 -0.1 -0.2
-0.6 0.7 0.5
0.0 0.6 0.2
0.1 -0.2 0.1
0.1 -0.4 0.1
0.0 0.0 0.0
0.0 0.0 0.0
0.0 0.0 0.0
0.0 0.0 0.0
0.0 0.0 0.0
0.0 0.1 0.0
0.0 0.0 0.0



What ΔE to the lowest compared entry with this formula, charge and spin values result from the calculations? In sequence: 4.413; 1.184 eV.